Entry from the OMol25 dataset: a single C23H34NO3P molecule at a distorted geometry (ωB97M-V/def2-TZVPD).

```
62
Properties=species:S:1:pos:R:3:forces:R:3
C 3.174924 -1.981588 -2.263932 0.0014 -0.1994 -0.2096
H 2.673261 -1.299181 -2.943611 -0.0101 0.1677 -0.0224
H 4.246809 -1.917588 -2.441075 0.1251 0.0395 0.0104
H 2.972978 -1.663113 -1.243192 -0.0174 0.0646 0.1129
C 2.688716 -3.411924 -2.474035 -0.0749 -0.0225 0.2936
C 3.428093 -4.358646 -1.529939 -0.0749 0.1011 -0.2910
H 3.122201 -5.389049 -1.696711 -0.0090 -0.1418 0.0350
H 4.502218 -4.290553 -1.686200 0.1383 -0.0242 0.0405
H 3.214377 -4.099612 -0.495010 -0.0119 0.0221 0.1602
C 1.177732 -3.543423 -2.254207 0.1509 0.2199 -0.3640
C 0.316422 -2.789936 -3.263827 -0.0457 -0.9585 -0.1480
H -0.693239 -3.216059 -3.261628 0.1675 0.0587 -0.1281
H 0.735900 -2.863037 -4.271973 -0.0472 -0.0152 0.0869
O 0.210762 -1.403034 -2.983634 -0.3436 0.9584 0.5970
P -0.847402 -0.972634 -1.813454 0.9766 0.4860 -0.5824
O -1.991867 -1.888059 -1.741032 -0.5015 -0.2349 0.3740
C 0.074619 -0.751136 -0.277214 -0.3844 -0.2716 -0.6558
C 1.164500 0.107363 -0.208560 -0.0388 -0.1718 0.0532
C 1.755282 0.388267 1.001479 0.1442 0.1317 0.0225
C 1.260645 -0.163911 2.195990 -0.0533 -0.0881 -0.1278
N 1.830690 0.144147 3.400298 0.0464 0.0704 0.1779
C 1.449780 -0.550881 4.604547 -0.1472 -0.0654 -0.0135
H 0.476492 -0.217060 4.984188 -0.0170 -0.0650 0.0519
H 1.405458 -1.625888 4.423762 -0.0242 -0.0129 0.0601
H 2.199751 -0.372694 5.372831 -0.0241 -0.0092 -0.0158
C 2.725352 1.269111 3.525337 0.1242 0.0091 -0.1433
H 3.734735 1.025361 3.175275 0.0267 0.1049 -0.0009
H 2.787740 1.566120 4.570283 -0.0002 -0.0075 -0.0212
H 2.354213 2.122919 2.954008 0.0412 0.0350 0.0115
C 0.165811 -1.039039 2.106081 0.0272 -0.0688 0.2129
C -0.416076 -1.317406 0.889961 0.0563 -0.0282 -0.1239
H -1.273291 -1.971376 0.826243 -0.1170 -0.0581 0.0601
H -0.255298 -1.479009 2.995096 -0.0249 -0.0329 0.1106
H 2.610282 1.044210 1.020316 0.0865 0.0756 0.0290
H 1.546617 0.554833 -1.113763 0.1021 0.1085 -0.0764
H 0.907457 -4.600093 -2.313143 -0.0676 -0.0274 0.0512
H 0.913597 -3.182898 -1.256074 0.0371 -0.1600 0.0998
H 2.908849 -3.709894 -3.506449 -0.0287 -0.0059 0.0069
C -1.256491 0.750446 -2.424105 -0.4675 -0.6883 0.2682
C -1.492285 1.547363 -1.174945 -0.0822 0.3886 -0.0891
C -2.477612 1.128123 -0.288783 -0.0874 0.1944 -0.0811
C -2.606376 1.730560 0.946042 -0.0028 0.0054 -0.0163
C -1.762136 2.768504 1.326399 0.1456 0.1846 0.0178
C -0.809834 3.206780 0.417981 -0.0777 -0.0065 0.0561
C -0.669578 2.602832 -0.818746 -0.0865 -0.0432 -0.2168
H 0.086845 2.937003 -1.511349 0.0985 0.0170 -0.0511
H -0.152848 4.022969 0.685957 0.0551 0.0857 0.0549
C -1.844457 3.378183 2.704433 -0.1373 -0.0930 0.1010
C -3.239139 3.933113 2.996165 0.2594 0.0716 -0.0409
H -3.525355 4.654046 2.233710 -0.0911 0.0703 -0.0402
H -3.978962 3.137165 3.010055 -0.1209 -0.0914 0.0100
H -3.252007 4.429048 3.964631 -0.0587 0.0393 0.1074
C -1.438436 2.339432 3.753327 0.0523 0.2669 -0.0776
H -1.426302 2.785498 4.745984 -0.0058 -0.0006 0.1420
H -2.137342 1.506574 3.755582 -0.0833 -0.1351 0.0192
H -0.447572 1.950783 3.529496 0.1380 -0.1160 0.0238
H -1.131085 4.209092 2.752891 -0.0320 -0.0713 -0.0599
H -3.364951 1.374290 1.626739 -0.1031 -0.0483 0.0988
H -3.126269 0.310638 -0.568536 -0.1032 -0.1372 0.0200
O -0.253111 1.303826 -3.225080 0.4061 0.1704 -0.1282
H 0.136662 0.587488 -3.741359 0.0032 0.0121 -0.0326
H -2.199862 0.641316 -2.991546 0.1933 -0.0594 0.1802
```
Positions in Å, forces in eV/Å.

net charge	0
SMILES string	CC(C)CCO[P@@](=O)(c1ccc(N(C)C)cc1)[C@H](O)c1ccc(C(C)C)cc1
frontier orbital gap	0.3092	hartree
energy above the lowest of the compared OMol25 structures with the same formula, charge and spin	13.1	kJ/mol
E_tot	-1518.712071	Ha
LUMO	0.6	eV
HOMO	-7.786	eV

Atom charges from the Mulliken analysis, given in e for atoms 1 to 4:
1. C -1.229
2. H 0.231
3. H 0.530
4. H 0.152


Entry from the OMol25 dataset: a molecular structure, C26H58NbO14P2S at a distorted geometry (ωB97M-V/def2-TZVPD).

```
102
Properties=species:S:1:pos:R:3:forces:R:3
C -0.423886 -2.721970 -3.566842 0.6797 3.5690 5.1719
C -0.490982 -1.928165 -2.505636 1.1378 -3.1472 -4.2552
C -0.462782 -0.882924 -1.253619 0.6963 -3.0109 -2.0772
Nb -2.238810 0.518188 -1.529634 1.6414 0.8944 1.4958
C -1.454673 2.104395 -0.111176 -0.1482 0.8421 0.8194
C 0.147897 2.174483 0.071658 0.1167 1.7812 0.5411
C 0.884433 3.060276 -1.101038 0.4941 0.0983 0.3038
C 2.039291 2.251676 -1.881184 -0.0095 0.1986 -0.6248
C 2.591054 3.017099 -3.218474 -0.4090 -0.3865 0.8048
C 1.979208 2.442721 -4.593917 0.3683 0.3327 -0.3722
C 2.289723 0.884747 -4.882267 0.2283 -1.1409 -0.2398
C 1.090609 0.096725 -5.618820 -1.5376 1.0983 0.4293
O 1.480340 -1.206207 -6.169937 -2.0548 0.1022 -1.4713
C 0.510341 -1.697295 -7.097084 1.8861 -2.1088 -3.3466
C -1.089100 -1.615561 -6.917271 -0.1724 0.8027 -0.6256
O 0.967470 -2.279382 -8.152956 -1.9595 2.4812 4.8975
C -3.225600 -0.490671 0.286834 0.0428 -0.8562 0.3077
C -4.015628 -1.856664 -0.046142 -0.5184 0.5053 1.1501
C -5.176228 -1.744920 -1.160015 -0.1705 -2.0628 0.0768
S -6.370517 -0.340549 -0.933212 -0.2179 4.5676 -0.2850
O -6.178711 0.637657 -2.066765 -0.7294 -3.1773 2.9792
O -6.387556 0.270509 0.443859 -0.0631 -2.4274 -3.5057
O -7.935605 -1.007952 -1.165165 2.3425 -1.0500 -0.1558
C -1.295117 1.551514 -3.365165 -0.2818 1.0189 0.5111
O -2.012053 1.299757 -4.618650 -0.4358 1.2122 -0.0638
C -3.094746 2.260174 -4.809360 -0.3793 -0.5828 -1.4770
C -2.616248 3.677527 -5.422173 0.1410 1.1839 1.1863
C -2.872460 4.848275 -4.293212 -0.0936 0.5962 -0.3804
H 0.009339 -3.455948 -4.348923 -1.1838 1.7321 1.8648
H 0.574384 -0.392954 -1.294731 -1.4959 -0.7931 0.2011
H -0.613153 -1.532890 -0.318839 0.4983 0.9991 -1.2732
H -3.714938 1.534795 -1.819190 -0.1653 -0.1431 -0.1929
H -2.933433 -0.698942 -2.698677 -0.5437 -0.0473 -0.1829
H -1.917287 1.911691 0.943153 0.6829 0.2562 -1.7085
H -1.911610 3.127352 -0.446521 1.0598 -1.4783 0.6333
H 0.334527 2.790279 1.047208 -0.1835 -1.2517 -1.5518
H 0.665867 1.162951 0.253336 -0.8994 1.5692 -0.5221
H 0.110995 3.544062 -1.825296 1.2836 -1.1410 1.1172
H 1.413542 3.969327 -0.592974 -0.9034 -1.5459 -0.8311
H 1.658109 1.228270 -2.236358 0.4726 1.4082 0.7594
H 2.935147 2.070684 -1.176987 -1.5583 0.2029 -0.9344
H 2.294758 4.124459 -3.113708 0.5875 -1.5450 -0.3098
H 3.738193 2.931670 -3.185043 -1.6667 0.2069 -0.4037
H 2.495555 3.038686 -5.454841 -1.1249 -0.9434 1.3953
H 0.841801 2.656030 -4.629746 1.8869 -0.3918 0.0735
H 3.208973 0.816595 -5.574289 -1.3500 0.0725 1.0406
H 2.562527 0.276647 -3.931743 -0.5072 1.1794 -1.4469
H 0.693194 0.726506 -6.500138 0.7153 -0.6866 1.3290
H 0.172733 -0.102672 -4.933421 1.7580 0.5684 -0.9073
H -1.532005 -1.665663 -7.994007 1.0416 -0.0910 1.8831
H -1.450763 -0.599319 -6.491019 0.7280 -1.8592 -0.2710
H -1.531835 -2.500611 -6.317926 1.0622 1.6065 -0.7680
H -3.827467 0.297412 0.865484 0.4757 -1.4398 -0.8146
H -2.336002 -0.787436 0.985186 -1.4192 0.5403 -1.1484
H -3.289227 -2.693239 -0.389441 -1.2205 1.4892 0.3846
H -4.515949 -2.203651 0.951140 0.6576 0.2786 -1.8336
H -4.804675 -1.717676 -2.249899 -0.4212 0.5573 1.8212
H -5.807941 -2.724556 -1.072026 0.8846 1.7138 -0.0319
H -7.776506 -1.882432 -1.623569 -0.3640 1.3191 0.5616
H -0.172399 1.255480 -3.407404 -1.9150 0.6307 -0.3470
H -1.402917 2.691952 -3.153208 0.6870 -1.6488 -0.2756
H -3.806869 1.784760 -5.600019 1.2875 0.5690 1.3899
H -3.715307 2.381628 -3.850629 1.0743 -0.0877 -1.2387
H -3.182907 3.979877 -6.395040 0.9586 -0.7870 1.7397
H -1.480544 3.725279 -5.646163 -1.8962 -0.5845 0.2529
H -3.208581 4.409081 -3.286690 0.5584 0.5605 -1.5369
H -3.705242 5.583197 -4.640163 1.4029 -1.2313 0.6235
H -1.916455 5.482493 -4.106948 -1.6089 -1.0968 -0.3290
C 1.669208 -0.048003 4.097311 -0.2411 -0.9671 -0.0264
O 2.820230 0.789006 4.097498 3.1015 2.3297 0.9488
P 3.819151 0.814226 2.697935 -7.4546 -4.5556 -4.6948
O 2.641770 1.098543 1.774293 1.4224 0.9367 0.6892
O 4.062553 -0.814267 2.830811 1.1709 0.5583 0.4282
C 4.713267 -1.308508 3.994311 0.0984 -0.3124 0.1877
O 4.898460 0.859581 1.354065 1.1272 1.7567 2.6421
C 6.280283 0.842185 1.686073 0.4285 -0.1667 -0.1818
H 0.786470 0.570516 4.268023 0.1869 0.1566 -0.1107
H 1.545784 -0.607649 3.169186 0.0520 0.2456 0.0165
H 1.763486 -0.759459 4.922387 0.0174 0.0972 0.0275
H 4.098270 -2.096266 4.434802 0.0119 0.1099 0.0369
H 4.875080 -0.522647 4.736675 -0.1119 -0.1753 0.0762
H 5.681134 -1.732764 3.713375 -0.0398 0.0051 0.0008
H 6.578419 -0.156188 2.016216 0.0834 0.0090 0.0516
H 6.491894 1.572385 2.471141 0.2970 -0.0251 -0.1117
H 6.856602 1.103685 0.796787 -0.1152 -0.0091 0.0621
C 1.040102 -1.118751 9.996865 -0.7581 0.0284 0.0137
O 2.008082 -2.118278 9.704836 2.7231 -2.6595 0.2539
P 1.918838 -2.933729 8.192205 -6.3455 6.9535 -3.0710
O 1.877790 -1.627236 7.409977 1.2327 -1.1934 0.3634
O 0.386468 -3.439244 8.543403 0.8596 -1.0235 0.2013
C 0.194346 -4.289623 9.667066 -0.2569 -0.2161 0.2284
O 1.870484 -3.828900 6.720251 2.3860 -1.0343 2.2461
C 2.095169 -5.227006 6.852408 -0.1289 -0.5427 -0.2157
H 1.556872 -0.177104 10.189197 0.1297 -0.1397 -0.1296
H 0.314557 -0.977125 9.194982 0.2191 -0.0279 0.0094
H 0.503787 -1.415795 10.902571 0.0520 -0.0080 -0.0073
H -0.578481 -3.859102 10.307309 0.0863 -0.0276 -0.0164
H 1.112555 -4.413857 10.247003 -0.1623 0.0526 0.0981
H -0.140542 -5.271566 9.322891 -0.0027 0.0678 0.0287
H 1.218868 -5.712141 7.289375 0.0332 -0.0707 0.0237
H 2.973256 -5.413692 7.475319 -0.0107 -0.2701 -0.1599
H 2.270461 -5.647842 5.860850 -0.0217 0.1170 0.0854
```
Positions in Å, forces in eV/Å.

net charge	-1
frontier orbital gap	0.0847	hartree
E_tot	-3215.950521	Ha
LUMO	-2.0	eV
HOMO	-4.290	eV

Atom charges from the Mulliken analysis, given in e for atoms 1 to 4:
1. C -0.694
2. C -0.035
3. C -0.469
4. Nb -1.101